# 1
ORCA calculation (the ωB97M-V functional and the def2-TZVPD basis) on C32H30ClIIrN6OSb as an isolated structure.

ORCA input file:
```
! RIJCOSX wB97M-V def2-TZVPD def2/J DEFGRID3
* xyz 2 1
Ir 0.087 -0.286 0.347
C 0.047 2.889 -0.908
C 0.658 2.774 0.462
C 1.146 3.976 0.972
C 1.683 4.058 2.232
C 1.691 2.904 2.997
C 1.203 1.727 2.460
N 0.716 1.625 1.202
Sb 1.216 0.095 3.788
C 2.272 -1.151 2.433
C 3.407 -1.715 2.980
C 4.154 -2.616 2.240
C 3.685 -2.949 0.997
C 2.514 -2.382 0.490
C 2.048 -2.913 -0.822
N 1.819 -1.440 1.183
C -0.684 -0.691 3.260
C -1.468 -0.931 4.370
C -2.696 -1.556 4.224
C -3.065 -1.932 2.960
C -2.250 -1.679 1.852
C -2.775 -2.161 0.540
N -1.057 -1.038 1.999
H 0.732 3.420 -1.569
H -0.861 3.492 -0.833
H -0.209 1.948 -1.357
H 1.086 4.854 0.343
H 2.061 4.994 2.622
H 2.071 2.918 4.010
H 3.703 -1.453 3.987
H 5.052 -3.066 2.641
H 4.203 -3.676 0.388
H 2.383 -3.942 -0.934
H 2.474 -2.340 -1.645
H 0.967 -2.892 -0.880
H -1.118 -0.633 5.350
H -3.330 -1.759 5.077
H -4.001 -2.445 2.787
H -3.412 -3.026 0.713
H -1.995 -2.431 -0.155
H -3.391 -1.389 0.072
Cl 2.278 -1.139 -6.205
C 1.411 -1.266 -4.720
C 0.397 -2.174 -4.594
C -0.329 -2.294 -3.387
I -1.869 -3.670 -3.208
C -0.017 -1.506 -2.305
O -0.639 -1.547 -1.135
C 1.035 -0.584 -2.436
N 1.311 0.133 -1.309
C 2.312 0.995 -1.339
C 3.064 1.237 -2.495
C 2.788 0.537 -3.639
C 1.763 -0.430 -3.629
H 0.146 -2.813 -5.429
H 2.536 1.520 -0.423
H 3.849 1.978 -2.470
H 3.349 0.710 -4.548
C -3.800 1.617 -2.983
C -3.161 1.455 -1.648
C -3.408 2.056 -0.430
C -2.488 1.519 0.475
N -1.704 0.632 -0.163
N -2.133 0.621 -1.448
C -2.416 1.823 1.934
H -4.700 2.218 -2.898
H -4.067 0.649 -3.409
H -3.119 2.114 -3.676
H -4.170 2.784 -0.210
H -1.746 -0.057 -2.086
H -2.837 2.808 2.125
H -1.400 1.795 2.310
H -3.004 1.095 2.498
*
```

- Lowest unoccupied orbital energy: -5.63 eV
- Relative energy (zero: lowest compared OMol25 entry of this formula, charge and spin): 0.00 kcal/mol
- Orbital gap: 7.3329 eV



# 2
ORCA calculation (the ωB97M-V functional and the def2-TZVPD basis) on C27H29BrFeN7O8P2S as an isolated structure.

ORCA input file:
```
! RIJCOSX wB97M-V def2-TZVPD def2/J DEFGRID3
* xyz -1 5
Fe -0.387 1.140 -0.312
C -2.763 6.670 -0.188
C -3.493 5.344 -0.342
N -3.010 4.325 0.577
C -1.957 3.536 0.291
S -1.711 2.135 1.302
N -1.180 3.915 -0.707
N -0.301 2.947 -1.056
C 0.582 3.187 -1.965
C 0.751 4.500 -2.654
C 1.434 2.032 -2.284
C 2.507 2.085 -3.166
C 3.252 0.938 -3.379
C 2.914 -0.230 -2.711
C 1.832 -0.206 -1.850
N 1.119 0.894 -1.642
H -3.154 7.403 -0.897
H -2.884 7.067 0.822
H -1.699 6.532 -0.379
H -4.559 5.469 -0.147
H -3.386 4.965 -1.359
H -3.647 3.947 1.256
H -0.044 5.172 -2.347
H 1.714 4.950 -2.400
H 0.716 4.370 -3.738
H 2.747 3.009 -3.672
H 4.090 0.954 -4.064
H 3.470 -1.145 -2.856
H 1.508 -1.087 -1.312
Br 7.220 -6.910 4.227
C 5.647 -5.878 4.482
C 5.342 -5.403 5.751
C 4.196 -4.656 5.933
C 3.346 -4.364 4.852
C 3.676 -4.863 3.579
C 4.821 -5.615 3.398
N 2.240 -3.592 5.120
N 1.431 -3.377 4.102
C 1.449 -2.248 3.410
C 2.386 -1.203 3.612
C 2.383 -0.059 2.850
C 1.449 0.162 1.806
O 1.429 1.190 1.071
C 0.469 -0.899 1.591
N -0.429 -0.696 0.591
C -1.331 -1.627 0.333
C -1.408 -2.817 1.061
C -0.513 -3.037 2.078
C 0.460 -2.070 2.363
H 5.996 -5.622 6.584
H 3.930 -4.273 6.909
H 3.020 -4.652 2.746
H 5.077 -5.998 2.419
H 3.116 -1.330 4.402
H 3.109 0.724 3.032
H -1.997 -1.431 -0.496
H -2.169 -3.542 0.808
H -0.537 -3.944 2.669
C -4.519 -0.754 -3.971
C -3.577 -0.732 -2.774
O -3.778 -1.926 -2.009
P -1.817 -0.710 -3.327
O -1.713 -1.687 -4.601
O -1.622 0.678 -4.060
O -0.841 -1.067 -2.277
P -3.868 0.812 -1.743
O -4.036 0.137 -0.262
O -5.101 1.499 -2.173
O -2.532 1.513 -1.695
H -4.384 -1.679 -4.532
H -4.329 0.093 -4.629
H -5.544 -0.679 -3.614
H -3.875 -1.653 -1.087
H -1.432 -2.559 -4.305
H -1.909 1.362 -3.379
H -3.393 0.561 0.331
*
```

- Lowest unoccupied orbital energy (spin up / spin down): 2.09 / 1.41 eV
- Relative energy (zero: lowest compared OMol25 entry of this formula, charge and spin): 30.69 kcal/mol
- Orbital gap (spin up / spin down): 5.9461 / 6.8998 eV



# 3
ORCA calculation (the ωB97M-V functional and the def2-TZVPD basis) on a 2-piece molecular cluster, C3H12N4O2P overall at a distorted geometry.

ORCA input file:
```
! RIJCOSX wB97M-V def2-TZVPD def2/J DEFGRID3
* xyz 1 1
C 2.494 0.712 -1.011
C 2.826 0.787 0.515
C 1.301 -0.895 0.012
N 1.718 -0.490 -1.187
N -2.678 0.948 0.837
N -2.724 -0.430 -1.494
N 1.958 -0.221 1.019
O -1.939 -1.499 0.735
O -0.422 0.121 -0.513
P -1.849 -0.164 -0.128
H 1.702 1.516 -1.164
H 3.429 0.978 -1.445
H 3.801 0.433 0.788
H 2.757 1.700 1.083
H 0.664 -1.753 0.289
H 1.538 -0.937 -2.077
H -3.640 0.845 0.642
H -2.362 1.897 0.769
H -2.556 -0.279 -2.472
H -3.610 -0.820 -1.407
H 1.678 -0.376 2.003
H -2.483 -1.385 1.515
*
```

- Lowest unoccupied orbital energy: -2.54 eV
- Orbital gap: 10.4301 eV



# 4
ORCA calculation (the ωB97M-V functional and the def2-TZVPD basis) on a 2-piece molecular cluster, CH4FOP overall at a distorted geometry.

ORCA input file:
```
! RIJCOSX wB97M-V def2-TZVPD def2/J DEFGRID3
* xyz 0 1
C -0.355 -0.347 -0.331
O -1.458 -0.173 0.575
F 1.102 1.703 0.523
P 1.061 0.096 0.732
H -0.351 -1.564 -0.497
H -0.542 0.167 -1.209
H -1.621 0.756 0.805
H 2.164 -0.638 -0.598
*
```

- Lowest unoccupied orbital energy: 0.48 eV
- Relative energy (zero: lowest compared OMol25 entry of this formula, charge and spin): 63.18 kcal/mol
- Orbital gap: 10.3482 eV



# 5
ORCA calculation (the ωB97M-V functional and the def2-TZVPD basis) on a 8-piece molecular cluster, C4H21N2O7 overall.

ORCA input file:
```
! RIJCOSX wB97M-V def2-TZVPD def2/J DEFGRID3
* xyz 1 1
C -1.539 2.425 0.888
C -0.873 1.339 0.132
C -1.327 0.506 -0.830
N -0.285 -0.329 -1.169
C 0.770 -0.054 -0.429
N 0.436 0.958 0.375
H -1.476 2.277 1.964
H -2.595 2.507 0.636
H -1.131 3.405 0.627
H -2.281 0.381 -1.308
H -0.390 -1.125 -1.803
H 1.727 -0.522 -0.465
H 1.050 1.419 1.051
H 2.977 3.197 -3.240
H 1.724 3.104 -4.095
O 2.152 2.706 -3.329
H -1.827 -2.654 1.514
H -0.308 -2.604 1.118
O -1.147 -3.068 0.947
H 2.100 0.969 -3.004
H 2.714 -0.399 -3.341
O 2.061 0.019 -2.771
H 1.857 -2.850 1.446
H 1.507 -1.629 2.314
O 1.383 -2.005 1.432
H 3.044 2.236 2.217
H 1.801 2.405 3.127
O 2.150 1.913 2.375
H -1.539 -3.484 -2.175
H -1.416 -2.878 -0.730
O -1.458 -2.653 -1.692
H -2.957 -1.996 3.432
H -3.915 -1.824 2.270
O -2.990 -1.693 2.516
*
```

- Lowest unoccupied orbital energy: -2.42 eV
- Relative energy (zero: lowest compared OMol25 entry of this formula, charge and spin): 0.00 kcal/mol
- Orbital gap: 9.8533 eV



# 6
ORCA calculation (the ωB97M-V functional and the def2-TZVPD basis) on a 2-piece molecular cluster, C3H9FN2 overall at a distorted geometry.

ORCA input file:
```
! RIJCOSX wB97M-V def2-TZVPD def2/J DEFGRID3
* xyz 0 1
C -1.285 0.719 0.628
C -0.950 -0.407 -0.391
C 2.523 0.602 -0.376
N 2.957 -1.616 0.177
N 2.728 -0.392 0.437
F 2.265 1.828 0.141
H -0.565 0.751 1.424
H -2.396 0.498 0.984
H -1.365 1.614 0.173
H -1.024 -1.418 -0.003
H -1.639 -0.252 -1.160
H 2.249 0.502 -1.367
H -0.037 -0.186 -0.757
H 2.948 -1.883 -0.783
H 2.553 -0.360 1.545
*
```

- Lowest unoccupied orbital energy (spin up / spin down): 0.84 / 0.84 eV
- Relative energy (zero: lowest compared OMol25 entry of this formula, charge and spin): 89.79 kcal/mol
- Orbital gap (spin up / spin down): 8.7112 / 8.7117 eV